Density functional theory data (wB97M-V/def2-TZVPD) for 5 unconnected molecules or ions with the total composition C21H28BCl16F5N2O3Si in a non-equilibrium geometry.

```
77
Properties=species:S:1:pos:R:3:mulliken_charge:R:1
C 3.751 -0.903 -0.440 -0.4069
Si 4.513 0.898 -0.310 0.6060
C 4.184 1.698 -2.073 -1.0632
C 3.608 2.030 0.954 -0.6382
C 2.750 1.250 2.110 -0.8024
C 1.366 0.539 1.597 0.9479
F 1.551 -0.942 1.840 -0.3454
F 0.984 0.854 0.194 -0.3489
N 0.132 0.910 2.446 -0.0900
C -0.982 -0.066 2.139 -0.3362
C -2.495 0.646 2.105 0.1796
O -2.926 0.640 0.701 -0.2011
C -4.181 -0.093 0.491 -0.2928
C -5.138 0.900 -0.446 -0.4824
C -6.654 0.326 -0.682 -0.2477
O -7.172 -0.542 0.386 -0.4939
C -7.753 1.521 -1.040 0.7693
F -7.071 2.761 -1.486 -0.2412
F -8.603 1.677 0.165 -0.2631
F -8.615 1.015 -2.152 -0.3637
B -3.788 -1.516 -0.286 0.4888
N -4.678 -2.154 -1.381 -0.6556
O -2.559 -2.321 0.046 -0.4327
C 6.396 0.654 0.001 0.3185
C 7.217 -0.240 -1.149 -0.4140
C 8.811 -0.616 -1.071 -0.4101
C 9.673 -0.085 0.218 -0.3650
C 8.882 0.809 1.346 -0.3610
C 7.263 1.197 1.281 -0.2558
H 4.491 -1.537 -1.088 -0.0777
H 2.642 -0.898 -0.819 0.2357
H 3.820 -1.332 0.670 0.1485
H 5.208 1.893 -2.618 0.2942
H 3.545 2.696 -1.976 0.2874
H 3.521 0.957 -2.715 0.2930
H 2.947 2.857 0.407 0.2580
H 4.454 2.651 1.524 0.3102
H 3.433 0.465 2.697 0.2225
H 2.439 2.050 2.938 0.2413
H 0.409 0.891 3.453 0.2890
H -0.960 -0.877 3.013 -0.0076
H -0.885 -0.631 1.120 0.3509
H -3.150 0.011 2.836 0.2497
H -2.473 1.748 2.504 -0.3581
H -4.804 -0.311 1.456 0.2454
H -5.148 1.966 0.039 0.2962
H -4.595 0.950 -1.504 0.2001
H -6.608 -0.349 -1.664 0.3111
H -7.036 -0.051 1.252 0.3561
H -4.268 -3.095 -1.660 0.2412
H -5.642 -2.342 -0.970 0.2640
H -2.587 -2.616 1.003 0.1632
H 6.602 -0.643 -2.085 0.4804
H 9.246 -1.291 -1.949 0.2571
H 10.811 -0.392 0.265 0.2809
H 9.510 1.164 2.282 0.2514
H 6.730 1.843 2.126 0.1765
Cl -9.773 2.704 -6.628 -0.1087
C -9.115 1.148 -6.062 0.3431
Cl -10.170 -0.178 -6.611 -0.1107
Cl -7.477 0.920 -6.726 -0.1124
Cl -9.039 1.148 -4.282 0.1043
Cl -1.397 -5.997 4.449 -0.1042
C -1.670 -5.260 2.849 0.3434
Cl -0.860 -6.237 1.599 -0.0896
Cl -3.419 -5.198 2.515 -0.1076
Cl -1.004 -3.607 2.836 -0.0325
Cl 3.805 -3.692 -3.276 -0.0871
C 5.530 -3.773 -3.715 0.2733
Cl 6.452 -2.621 -2.716 -0.1331
Cl 6.139 -5.424 -3.432 -0.0971
Cl 5.725 -3.355 -5.436 -0.1067
Cl 0.577 4.681 4.879 -0.1098
C -0.770 4.560 3.719 0.2928
Cl -0.185 3.823 2.205 -0.0186
Cl -2.062 3.548 4.412 -0.1006
Cl -1.408 6.189 3.379 -0.0978
```

Calculated values
LUMO energy in eV: -0.09
Total charge: 0

Density functional theory data (wB97M-V/def2-TZVPD) for a molecular structure, C30H26I2N6O2STi in a non-equilibrium geometry.

```
68
Properties=species:S:1:pos:R:3:lowdin_spin:R:1
Ti -0.766 -0.841 -0.025 0.8974
O -1.235 -4.230 2.103 -0.0007
C -1.099 -3.108 1.654 0.0027
N -1.092 -2.723 0.360 0.0107
C -0.831 -3.723 -0.645 0.0100
C 0.309 -3.192 -1.491 0.0039
C 0.839 -3.911 -2.554 0.0013
C 1.860 -3.365 -3.304 0.0009
C 2.353 -2.113 -2.956 0.0015
C 1.796 -1.469 -1.877 0.0022
N 0.782 -1.977 -1.156 0.0071
C -0.708 -1.967 2.588 0.0044
C -0.718 -2.158 3.955 0.0014
C -0.158 -1.201 4.778 0.0011
C 0.433 -0.095 4.192 0.0003
C 0.427 0.013 2.818 0.0015
N -0.137 -0.891 2.012 0.0069
H -0.555 -4.665 -0.167 0.0010
H -1.705 -3.934 -1.267 -0.0002
H 0.443 -4.894 -2.775 0.0001
H 2.275 -3.908 -4.144 0.0000
H 3.159 -1.648 -3.506 0.0001
H 2.172 -0.504 -1.562 0.0004
H -1.155 -3.075 4.329 0.0002
H -0.154 -1.329 5.854 0.0000
H 0.912 0.674 4.785 0.0000
H 0.946 0.836 2.345 0.0001
I -6.072 4.007 -2.025 -0.0002
C -4.868 2.497 -1.243 -0.0010
C -5.199 1.169 -1.463 0.0003
C -4.400 0.172 -0.920 -0.0009
I -4.829 -1.836 -1.284 0.0011
C -3.278 0.481 -0.151 0.0033
O -2.519 -0.463 0.419 -0.0044
C -2.934 1.826 0.012 -0.0006
C -1.661 2.126 0.756 0.0007
N -0.490 1.472 0.102 0.0049
C -0.206 2.033 -1.233 0.0039
C -0.582 1.084 -2.348 0.0043
C -0.410 1.460 -3.673 0.0001
C -0.740 0.574 -4.677 0.0028
C -1.287 -0.655 -4.332 0.0019
C -1.441 -0.948 -2.999 0.0098
N -1.061 -0.117 -2.010 0.0152
C -3.731 2.827 -0.525 0.0003
H -6.068 0.908 -2.051 0.0000
H -1.508 3.205 0.805 -0.0001
H -1.729 1.734 1.769 0.0001
H 0.338 1.652 0.664 0.0002
H -0.742 2.972 -1.386 0.0003
H 0.859 2.257 -1.304 0.0000
H -0.014 2.441 -3.900 -0.0001
H -0.587 0.839 -5.715 0.0002
H -1.591 -1.372 -5.083 0.0001
H -1.894 -1.881 -2.684 0.0025
H -3.463 3.868 -0.379 0.0000
S 2.729 1.198 0.360 0.0005
C 3.648 1.712 1.688 0.0002
N 4.874 1.161 1.907 0.0001
C 5.727 1.514 2.904 0.0000
C 5.373 2.471 3.794 0.0000
C 4.108 3.073 3.644 0.0000
C 3.271 2.707 2.626 0.0000
H 5.148 0.442 1.250 0.0000
H 6.676 0.998 2.927 0.0000
H 6.051 2.763 4.582 0.0000
H 3.801 3.846 4.339 0.0000
H 2.309 3.181 2.493 0.0000
```

Calculated values
⟨S²⟩: 0.75
LUMO energy (alpha / beta) in eV: -2.81 / -2.81
Multiplicity: 2
Total charge: +1

Density functional theory data (wB97M-V/def2-TZVPD) for 4 unconnected molecules or ions with the total composition C24H60N4O8 in a non-equilibrium geometry.

```
96
Properties=species:S:1:pos:R:3:mulliken_charge:R:1
C -0.036 1.258 -3.624 -0.4781
O -1.370 1.839 -3.287 -0.3693
C -1.826 1.262 -2.157 -0.4064
C -1.196 1.505 -0.777 -0.6545
N -1.250 2.922 -0.514 -0.1896
C 0.053 3.469 -0.335 -0.4610
C 0.586 2.988 1.037 -0.4183
O 1.954 2.429 0.922 -0.2679
C 2.959 3.089 0.144 -0.8733
H 0.599 1.498 -2.771 0.0633
H 0.377 1.718 -4.521 0.3310
H 0.059 0.173 -3.635 0.2058
H -1.886 0.201 -2.396 0.6810
H -2.816 1.718 -2.161 -0.2753
H -0.188 1.097 -0.863 0.2984
H -1.833 1.117 0.018 0.3914
H -1.511 3.246 -1.434 0.2068
H -0.022 4.556 -0.346 0.4178
H 0.800 3.347 -1.119 0.2677
H -0.075 2.260 1.508 0.3437
H 0.511 3.820 1.737 0.2879
H 3.826 3.088 0.805 0.2553
H 2.598 4.041 -0.245 0.4818
H 3.160 2.575 -0.796 0.2507
C 10.283 -0.039 1.607 -0.7537
O 9.290 -1.079 1.840 -0.3128
C 7.925 -0.811 1.479 -0.3604
C 7.214 -2.122 1.733 -0.8449
N 7.166 -2.625 3.087 -0.4169
C 6.385 -1.884 4.139 -0.6264
C 4.943 -1.692 3.758 -0.7456
O 4.886 -0.743 2.700 -0.1440
C 3.695 -0.052 2.605 -0.7021
H 10.211 0.754 2.351 0.2673
H 10.203 0.236 0.556 0.3112
H 11.275 -0.489 1.652 0.2478
H 7.919 -0.481 0.440 0.4411
H 7.473 -0.081 2.150 0.2565
H 7.710 -2.907 1.162 0.4453
H 6.183 -2.138 1.380 0.3379
H 8.117 -2.781 3.390 0.2987
H 6.798 -0.883 4.254 0.3087
H 6.290 -2.368 5.111 0.4216
H 4.421 -1.392 4.667 0.5315
H 4.438 -2.583 3.385 0.3355
H 3.781 0.782 1.909 0.0590
H 3.726 0.432 3.581 0.3872
H 2.786 -0.618 2.401 0.2392
C 1.446 -2.295 -2.844 -0.8285
O 0.254 -2.813 -2.203 -0.0781
C 0.358 -3.106 -0.813 -0.7956
C -0.621 -4.134 -0.227 -0.4042
N -0.395 -5.448 -0.817 -0.5213
C -1.689 -6.117 -1.032 -0.8153
C -2.466 -5.474 -2.217 -0.4168
O -1.666 -5.155 -3.390 -0.3175
C -2.442 -4.792 -4.533 -0.8789
H 1.722 -1.410 -2.271 0.2613
H 1.200 -2.232 -3.904 0.2150
H 2.341 -2.881 -2.632 0.3509
H 0.208 -2.126 -0.360 0.3714
H 1.337 -3.508 -0.551 0.3918
H -1.665 -3.909 -0.445 0.2875
H -0.563 -4.356 0.839 0.3442
H -0.082 -5.148 -1.730 0.3026
H -2.234 -6.090 -0.088 0.3715
H -1.360 -7.143 -1.194 0.3674
H -2.987 -4.623 -1.779 0.3595
H -3.233 -6.215 -2.438 0.4811
H -3.529 -4.845 -4.470 0.3619
H -2.208 -5.279 -5.480 0.3039
H -2.330 -3.729 -4.747 0.2862
C -5.163 3.429 -3.693 -0.5317
O -6.445 3.560 -3.111 -0.4164
C -6.576 2.712 -1.928 -0.7284
C -5.734 3.037 -0.721 -0.1856
N -6.192 2.463 0.529 -0.4501
C -5.359 2.850 1.624 -0.4875
C -5.908 2.677 3.095 -0.6677
O -7.059 3.557 3.380 -0.3164
C -7.577 3.559 4.672 -0.7011
H -4.944 4.161 -4.470 0.3321
H -5.027 2.385 -3.975 0.3050
H -4.374 3.537 -2.948 0.1064
H -6.449 1.658 -2.174 0.4175
H -7.640 2.664 -1.693 0.3758
H -5.502 4.093 -0.588 0.3462
H -4.846 2.491 -1.038 0.0022
H -7.060 2.912 0.788 0.2963
H -5.158 3.901 1.419 0.4152
H -4.424 2.312 1.470 0.2634
H -5.101 2.980 3.763 0.4052
H -6.149 1.627 3.264 0.3397
H -6.775 3.429 5.399 0.2799
H -8.291 2.767 4.899 0.2841
H -8.229 4.417 4.835 0.2456
```

Calculated values
LUMO energy in eV: 0.52
Total charge: 0

Energy above the lowest of the compared OMol25 structures with the same formula, charge and spin? In order: 15.201 0.849 8.911 eV.
Energy? In order: -9328.4835 -3480.8493 -1770.9934 Eh.